{
  "formula": "C16H15ClN4O",
  "method": "the ωB97M-V functional and the def2-TZVPD basis",
  "spin_multiplicity": 1,
  "lumo_energy_ev": 0.5,
  "de_lowest_kcal_mol": 59.1,
  "total_charge": 0,
  "gap_ev": 9.39,
  "energy_ev": -37365.1379,
  "smiles": "CCCc1[nH][nH]c(=O)c1[C@H](c1cccc(Cl)c1)C(C#N)C#N",
  "elements": ["C", "C", "C", "C", "N", "N", "C", "O", "C", "C", "C", "C", "C", "C", "C", "Cl", "C", "C", "C", "N", "C", "N", "H", "H", "H", "H", "H", "H", "H", "H", "H", "H", "H", "H", "H", "H", "H"],
  "coordinates": [[-1.44028, -2.83764, -1.23331], [-0.14393, -2.04053, -1.23580], [0.37796, -1.82820, 0.19294], [1.57877, -0.94917, 0.19336], [2.79420, -1.50958, -0.10927], [3.76245, -0.53048, 0.04184], [3.15522, 0.69623, 0.20791], [3.73216, 1.76938, 0.22147], [1.73887, 0.39320, 0.35977], [0.78074, 1.53100, 0.57927], [-0.64145, 1.10679, 0.83657], [-1.02807, 0.83765, 2.14647], [-2.31664, 0.42459, 2.43044], [-3.24488, 0.27504, 1.41454], [-2.86102, 0.55133, 0.11298], [-4.00067, 0.37158, -1.17294], [-1.57285, 0.96835, -0.18315], [0.94160, 2.50683, -0.62726], [0.86999, 1.79724, -1.88454], [0.83506, 1.21043, -2.86477], [-0.03865, 3.56654, -0.58668], [-0.82083, 4.39752, -0.54026], [-2.21083, -2.30759, -0.67829], [-1.79227, -2.98621, -2.25049], [-1.29366, -3.81283, -0.77341], [-0.31048, -1.07090, -1.70501], [0.61407, -2.56367, -1.82167], [0.63828, -2.79804, 0.62523], [-0.40768, -1.38389, 0.80184], [3.03174, -2.45421, 0.16071], [4.67092, -0.65690, -0.37716], [1.13562, 2.08311, 1.46006], [-0.31107, 0.95056, 2.94628], [-2.60390, 0.22065, 3.45060], [-4.25231, -0.04516, 1.62653], [-1.31783, 1.17608, -1.21003], [1.95163, 2.94086, -0.55475]],
  "atomic_forces_ev_per_a": [[0.2, 0.1, -0.1], [-0.2, -0.1, 0.2], [0.0, 0.0, -0.2], [0.2, 0.1, 0.0], [-0.1, -0.1, -0.3], [0.2, -0.2, 0.2], [-0.1, -0.5, 0.2], [0.2, 0.4, -0.1], [0.0, 0.1, 0.2], [0.3, -0.2, 0.0], [-0.2, 0.0, 0.2], [0.1, 0.0, -0.1], [0.0, 0.0, 0.0], [0.0, 0.0, -0.1], [0.1, 0.0, 0.2], [-0.1, 0.0, -0.1], [0.0, 0.0, 0.1], [0.5, 0.0, 0.6], [0.1, -0.1, -0.4], [0.0, -0.3, -0.5], [-0.1, 0.3, 0.0], [-0.4, 0.4, 0.1], [-0.1, 0.0, 0.1], [-0.1, -0.1, -0.1], [0.0, -0.1, 0.1], [0.1, 0.0, -0.1], [0.0, 0.1, -0.1], [0.0, 0.0, 0.1], [0.0, -0.1, 0.1], [0.0, 0.2, 0.2], [-0.2, 0.1, -0.1], [-0.1, 0.0, -0.2], [0.1, 0.0, 0.1], [0.0, 0.0, 0.1], [-0.1, 0.0, 0.0], [-0.1, 0.0, -0.1], [-0.2, -0.1, 0.0]],
  "lowdin_charge": [-0.097, -0.236, -0.119, -0.179, 0.064, 0.104, -0.447, 0.045, -0.067, -0.159, -0.199, -0.031, -0.065, -0.100, -0.657, 0.695, -0.070, -0.233, -0.193, 0.212, -0.186, 0.199, 0.058, 0.076, 0.074, 0.087, 0.112, 0.125, 0.105, 0.161, 0.164, 0.165, 0.122, 0.108, 0.106, 0.100, 0.157]
}